Record 1
ORCA calculation (the ωB97M-V functional and the def2-TZVPD basis) on a molecular structure, C25H13AsF6IrN5O10S4.

```
65
Properties=species:S:1:pos:R:3:mulliken_spin:R:1
Ir 0.3165 0.5164 -0.0197 0.002
O 2.6743 3.2973 2.7435 0.000
As 2.1226 1.6530 2.4110 0.002
O 3.3277 0.5878 2.2688 0.000
O 1.0512 2.0110 1.1181 -0.001
C 1.1870 1.4185 4.1210 0.001
C 1.6823 2.1785 5.1794 0.000
C 1.2114 1.9975 6.4715 0.000
C 0.2393 1.0469 6.7424 0.001
C -0.2664 0.2774 5.7095 0.001
C 0.2083 0.4685 4.4176 -0.003
S -0.5373 -0.5450 3.1799 0.009
O -1.8983 0.1748 2.8686 0.030
O -0.8873 -1.8126 3.7096 0.002
O 0.3317 -0.4661 2.0284 0.003
H 3.2616 3.5728 2.0286 0.000
H 2.4483 2.9143 4.9826 0.000
H 1.6184 2.5996 7.2735 0.000
H -0.1178 0.8970 7.7525 0.000
H -1.0145 -0.4832 5.8903 0.000
S -3.3156 2.9775 -0.8722 0.003
C -3.3532 2.6575 0.8320 -0.120
C -4.2792 3.1186 1.7711 0.411
C -3.9998 2.8851 3.1404 -0.127
C -2.8837 2.2339 3.5474 0.359
C -1.9025 1.6369 2.5971 -0.069
C -2.2320 1.9300 1.1843 0.279
N -1.4108 1.6235 0.1503 -0.001
C -1.8219 2.1470 -0.9927 0.044
C -0.9771 1.9810 -2.1414 0.018
C -1.2830 2.4478 -3.4204 0.025
C -0.4139 2.1838 -4.4567 -0.009
C 0.7444 1.4469 -4.2064 0.027
C 1.0491 0.9868 -2.9354 -0.014
C 0.1991 1.2568 -1.8625 0.020
H -5.1633 3.6599 1.4677 0.022
H -4.6892 3.2646 3.8835 -0.003
H -2.6732 2.0919 4.5995 0.021
H -0.8884 1.9945 2.7941 0.069
H -2.2019 2.9963 -3.5977 0.000
H -0.6335 2.5325 -5.4570 0.000
H 1.4229 1.2227 -5.0203 0.002
H 1.9527 0.4125 -2.7885 -0.001
F -2.1329 -0.5968 -3.3564 0.000
C -3.3669 -1.0244 -3.0971 0.000
F -4.2198 -0.0169 -3.3269 0.000
F -3.6555 -2.0189 -3.9356 0.000
S -3.5130 -1.5732 -1.3449 0.002
O -3.2359 -0.3983 -0.5691 0.005
O -4.8094 -2.1674 -1.2703 0.000
N -2.4062 -2.6789 -1.2518 0.000
S -0.9079 -2.6217 -0.8268 0.000
O -0.6407 -3.3851 0.3473 0.000
O -0.1650 -1.3632 -0.9564 -0.006
C -0.1683 -3.5611 -2.2280 0.000
F -0.6606 -4.7971 -2.2562 0.000
F -0.4316 -2.9672 -3.3896 0.000
F 1.1499 -3.6267 -2.0670 0.000
N 2.1527 -0.2475 -0.3258 0.000
C 3.2811 -0.1780 -0.5727 -0.001
C 4.6018 -0.0615 -0.9619 0.000
C 4.9061 -0.3282 -2.3201 0.000
N 5.1490 -0.5524 -3.4269 0.000
C 5.6136 0.4063 -0.0877 0.000
N 6.4740 0.8057 0.5689 0.000
```

Properties
2S+1: 2
orbital gap (alpha / beta): 6.96 / 5.35 eV
LUMO level (alpha / beta): 1.649 / 0.029 eV
energy relative to the best compared isomer or geometry (same formula, charge and spin): 104.6 kJ/mol
total charge: -1

=====

Record 2
ORCA calculation (the ωB97M-V functional and the def2-TZVPD basis) on a molecular structure, C27H41BaN2O11P3S.

```
86
Properties=species:S:1:pos:R:3:mulliken_charge:R:1
Ba 0.6172 -0.8493 -0.5354 0.758
C 4.0482 -1.5601 -1.5005 -1.150
P 3.3199 0.1105 -1.3211 0.852
C 4.0288 0.9076 -2.8268 -1.500
C 4.5096 0.7564 -0.0485 -1.011
C 4.2906 2.2301 0.3076 -1.296
P 2.5664 2.5368 0.9596 1.269
C 2.9915 3.8882 2.1706 -1.488
C 1.8872 3.6022 -0.3841 -1.013
H 5.1405 -1.5336 -1.4775 0.439
H 3.6990 -2.0000 -2.4346 0.270
H 3.6610 -2.1757 -0.6875 0.348
H 5.1104 0.7602 -2.8829 0.452
H 3.7893 1.9712 -2.8442 0.345
H 3.5516 0.4500 -3.6946 0.302
H 5.5389 0.5987 -0.3911 0.559
H 4.3471 0.1349 0.8380 0.336
H 4.4606 2.8666 -0.5656 0.356
H 5.0064 2.5273 1.0792 0.468
H 3.5845 4.6841 1.7131 0.398
H 3.5508 3.4568 3.0029 0.400
H 2.0682 4.3150 2.5676 0.361
H 2.5820 4.3977 -0.6652 0.420
H 0.9520 4.0470 -0.0353 0.395
H 1.6534 2.9771 -1.2505 0.067
O 1.4093 -3.3039 2.5665 -0.727
S 1.0597 -2.5104 1.4063 0.735
O 1.7791 -2.9118 0.1851 -0.484
O 1.3706 -1.0526 1.6096 -0.522
O -0.4025 -2.5928 1.0830 -0.434
O 0.8896 1.7725 -2.9296 -0.755
C 0.1345 0.7912 -2.9264 0.185
O -0.5600 0.3748 -1.9537 -0.652
C 0.0760 -0.0650 -4.1835 0.748
C -0.5793 0.2621 -5.3208 -0.460
C -0.5418 -0.6022 -6.4457 -0.509
C 0.2399 -1.7452 -6.4147 -0.357
C 0.9594 -2.0646 -5.2833 -0.662
C 0.8404 -1.2919 -4.0551 0.893
O 1.3397 -1.6332 -2.9633 -0.481
N 1.8382 -3.1997 -5.3565 0.919
O 1.5717 -4.0913 -6.1648 -0.680
O 2.8367 -3.2215 -4.6587 -0.557
N -1.2518 -0.2728 -7.6275 1.012
O -1.9050 0.7704 -7.6555 -0.684
O -1.2004 -1.0336 -8.5959 -0.687
H -1.1369 1.1853 -5.4006 0.559
H 0.3223 -2.3728 -7.2883 0.578
C -3.1746 1.7302 3.2758 -1.794
C -2.0869 1.3858 2.2579 2.277
C -0.7408 1.8601 2.8279 -2.290
C -2.3296 2.1378 0.9453 -2.124
P -1.7049 -0.4645 1.7935 1.129
C -1.6809 -1.0632 3.5545 1.124
C -2.8269 -1.4369 4.2598 -0.464
C -2.7727 -1.8439 5.5850 -0.951
C -1.5616 -1.8593 6.2583 -0.555
C -0.4165 -1.4624 5.5877 -0.986
C -0.4734 -1.0698 4.2582 -0.689
C -3.3498 -1.1909 1.1088 1.984
C -3.1728 -1.0650 -0.4156 -1.834
C -3.4725 -2.6909 1.4216 -1.813
C -4.6577 -0.4781 1.4706 -1.880
H -3.0504 2.7725 3.5964 0.516
H -3.0994 1.1001 4.1631 0.273
H -4.1778 1.6330 2.8595 0.277
H -0.7043 2.9560 2.8531 0.693
H 0.0897 1.5004 2.2181 0.172
H -0.5932 1.4922 3.8444 0.243
H -2.2328 3.2185 1.1042 0.522
H -3.3288 1.9547 0.5441 0.227
H -1.5958 1.8381 0.1908 0.403
H -3.7931 -1.4193 3.7797 0.115
H -3.6823 -2.1505 6.0904 0.411
H -1.5168 -2.1775 7.2939 0.342
H 0.5359 -1.4720 6.1043 0.404
H 0.4301 -0.7832 3.7483 0.586
H -2.3178 -1.6612 -0.7396 0.271
H -2.9934 -0.0314 -0.7178 0.262
H -4.0652 -1.4310 -0.9335 0.553
H -2.5121 -3.1801 1.2733 0.269
H -4.2098 -3.1383 0.7450 0.580
H -3.7940 -2.8874 2.4432 0.338
H -4.6807 0.5314 1.0578 0.363
H -4.8376 -0.4097 2.5421 0.176
H -5.4932 -1.0351 1.0302 0.553
```

Properties
orbital gap: 7.36 eV
LUMO level: 4.112 eV
energy relative to the best compared isomer or geometry (same formula, charge and spin): 309.5 kJ/mol
total charge: -2

=====

Record 3
ORCA calculation (the ωB97M-V functional and the def2-TZVPD basis) on a molecular structure, C6H11HgO2.

```
20
Properties=species:S:1:pos:R:3:mulliken_spin:R:1
O -0.2906 2.2448 -0.2518 0.075
C -1.3006 1.4731 -0.1605 0.000
C -1.3306 0.0821 -0.0954 0.045
C -2.6110 -0.6358 -0.2125 -0.011
C -3.8220 -0.2858 0.2614 0.017
H -2.2835 1.9942 -0.1275 0.003
H -0.5372 -0.6552 -0.2535 0.001
H 0.5506 -0.3224 0.5032 -0.005
H -2.5136 -1.6597 -0.5936 0.001
H -4.6287 -1.0196 0.3189 0.000
H -4.0408 0.7274 0.6084 0.000
C 3.0062 -0.1321 -0.8066 0.010
C 2.4930 -0.8738 0.4143 -0.003
O 1.4363 -0.1765 1.0537 -0.031
Hg 1.0350 1.9556 1.4171 0.892
H 3.3887 -0.8460 -1.5497 0.001
H 2.1988 0.4520 -1.2745 -0.005
H 3.8138 0.5606 -0.5296 -0.002
H 3.2957 -1.0043 1.1554 0.007
H 2.1407 -1.8785 0.1228 0.004
```

Properties
2S+1: 2
orbital gap (alpha / beta): 8.06 / 5.59 eV
LUMO level (alpha / beta): 0.587 / -1.861 eV
total charge: 0

=====

Record 4
ORCA calculation (the ωB97M-V functional and the def2-TZVPD basis) on 2 unconnected molecules or ions with the total composition C6H16BrNO2.

```
26
Properties=species:S:1:pos:R:3:mulliken_charge:R:1
Br -1.9905 3.3500 1.3663 -0.800
C 3.7050 -1.2011 0.9077 -0.776
O 2.4272 -0.8317 0.5010 -0.300
C 2.3881 0.3683 -0.2783 -0.498
C 1.3438 1.4014 0.2138 -0.606
N -0.1045 0.8483 0.1404 0.156
H -0.2195 0.1988 0.9053 0.389
H -0.8391 1.4320 0.5142 -0.203
C -0.8137 0.3874 -1.1479 -0.389
C -1.8365 -0.6762 -0.7971 -0.623
O -2.6964 -0.2808 0.2310 -0.276
C -3.9258 -0.9833 0.2171 -0.869
H 4.3154 -1.4507 0.0398 0.319
H 3.5254 -2.1137 1.4761 0.221
H 4.1073 -0.4334 1.5686 0.340
H 2.2269 0.0685 -1.3138 0.352
H 3.3697 0.8188 -0.4252 0.497
H 1.2797 2.2275 -0.4945 0.313
H 1.5024 1.7980 1.2167 0.370
H 0.0307 -0.0345 -1.6931 0.270
H -1.1244 1.2697 -1.7074 0.344
H -1.3363 -1.5822 -0.4550 0.354
H -2.3104 -1.0297 -1.7129 0.459
H -3.8561 -2.0698 0.2708 0.332
H -4.6229 -0.8084 -0.6024 0.337
H -4.5454 -0.6732 1.0586 0.286
```

Properties
orbital gap: 7.44 eV
LUMO level: 0.248 eV
energy relative to the best compared isomer or geometry (same formula, charge and spin): 132.3 kJ/mol
total charge: 0

=====

no.,E_tot (eV),F_max (hartree/bohr)
1,-177384.9390,0.020
2,-93562.4771,0.078
3,-14665.8981,0.061
4,-82106.8587,0.059